1.
Below is a structure of composition C3H7DyO2 at a distorted geometry, with properties calculated with wB97M-V/def2-TZVPD.

Its expectation value of S² is 9.6579. The LUMO energy (alpha / beta) is -10.02 / -12.03 eV. For the total energy, the calculation gives -31380.899 eV. As for the spin multiplicity: 6. As for the net charge: +2.

Atoms and positions in Å:
O1 1.981 0.643 -0.834
C1 1.779 -0.200 0.160
C2 0.337 -0.618 0.393
O2 -0.500 0.280 -0.332
C3 -1.898 0.014 -0.255
Dy1 0.628 2.285 -0.925
H1 2.320 -1.118 -0.142
H2 0.107 -0.541 1.469
H3 0.166 -1.652 0.056
H4 -2.156 -0.361 0.744
H5 -2.414 0.960 -0.451
H6 -2.151 -0.720 -1.030
H7 1.801 1.028 1.147

Force components x, y, z for each atom (eV/Å):
0.669 -0.216 0.279
-1.022 0.303 -2.674
-0.893 0.350 1.145
1.298 0.852 0.185
-1.106 -0.476 -0.028
-0.857 0.926 -0.326
1.296 0.322 2.184
-0.129 -0.405 -0.292
0.319 0.210 -0.041
-0.028 0.170 -0.300
-0.055 -0.233 0.070
-0.069 0.164 0.298
0.578 -1.966 -0.500

Results of the Löwdin charge analysis, in e, for atoms 1 through 4:
1. O -0.2790
2. C -0.1663
3. C -0.1670
4. O -0.4234

=====

2.
Below is the molecule C3H7N3S2 at a distorted geometry, with properties calculated with wB97M-V/def2-TZVPD.

Its SMILES is NN1CCS/C1=N/S. The LUMO energy is 0.68 eV. For the total energy, the calculation gives -29363.533 eV. As for the spin multiplicity: 1.

Atoms and positions in Å:
N1 0.593 -1.449 0.589
N2 0.045 -0.453 -0.150
C1 -1.230 0.065 0.447
C2 -1.588 1.360 -0.389
S1 0.030 2.179 -0.602
C3 0.908 0.623 -0.547
N3 2.138 0.678 -0.823
S2 3.246 -0.569 -0.829
H1 0.096 -2.308 0.415
H2 0.516 -1.225 1.567
H3 -1.041 0.348 1.480
H4 -1.917 -0.763 0.326
H5 -1.987 1.080 -1.345
H6 -2.255 1.981 0.233
H7 2.445 -1.547 -0.371

Force components x, y, z for each atom (eV/Å):
0.891 -1.233 0.606
-1.097 2.604 -0.918
1.092 0.925 -2.081
0.549 -1.004 1.768
-0.424 -0.538 0.073
-0.093 -0.027 0.389
-0.466 0.149 0.033
0.081 -0.349 -0.061
-0.072 -0.255 -0.033
0.170 -0.084 0.640
-0.162 -0.112 0.308
-0.552 0.176 0.283
-0.414 0.068 -0.321
0.190 -0.144 -0.675
0.307 -0.178 -0.013

Results of the natural (NBO) charge analysis, in e, for atoms 1 through 4:
1. N -0.6389
2. N -0.3055
3. C -0.2271
4. C -0.5391

=====

3.
Below is a structure of composition C18H26BCl2F12LiO2P at a distorted geometry, with properties calculated with wB97M-V/def2-TZVPD.

The LUMO energy is -6.14 eV. For the total energy, the calculation gives -90992.204 eV. As for the spin multiplicity: 1. As for the net charge: +1.

Atoms and positions in Å:
C1 -1.304 1.884 -0.461
C2 -0.316 0.645 -0.881
O1 0.267 0.738 -2.228
C3 1.453 1.607 -2.270
C4 2.823 0.936 -1.668
P1 4.063 2.291 -1.101
C5 3.048 3.447 0.093
C6 2.870 4.957 -0.552
C7 2.601 6.176 0.561
C8 2.445 7.768 0.132
C9 2.575 8.095 -1.493
C10 2.797 6.881 -2.593
C11 2.957 5.276 -2.184
H1 -1.171 2.143 0.680
H2 -2.436 1.527 -0.578
H3 -1.175 2.862 -1.091
H4 0.472 0.454 -0.020
H5 -1.002 -0.333 -0.890
H6 1.668 1.828 -3.421
H7 1.150 2.632 -1.792
H8 3.350 0.375 -2.576
H9 2.659 0.222 -0.749
H10 4.699 3.008 -2.177
H11 5.108 1.586 -0.358
H12 3.759 3.589 1.040
H13 2.041 2.913 0.360
H14 2.525 5.886 1.717
H15 2.282 8.622 0.940
H16 2.504 9.210 -1.844
H17 2.843 7.191 -3.733
H18 3.136 4.408 -2.954
B1 -1.879 -0.020 2.883
F1 -1.287 1.289 3.104
F2 -3.007 0.104 1.975
F3 -0.886 -0.909 2.303
F4 -2.336 -0.565 4.151
C12 -4.788 -3.480 2.642
C13 -3.356 -3.745 2.152
C14 -3.208 -3.883 0.640
F5 -3.921 -4.919 0.142
F6 -1.910 -4.120 0.307
F7 -2.857 -4.830 2.801
F8 -2.588 -2.686 2.559
O2 -5.524 -4.621 3.092
C15 -6.168 -5.376 2.066
C16 -5.608 -6.798 1.932
F9 -4.276 -6.791 1.670
F10 -6.203 -7.463 0.905
F11 -6.124 -4.677 0.907
F12 -7.482 -5.431 2.417
H19 -4.698 -2.850 3.536
H20 -5.368 -2.871 1.938
H21 -3.519 -2.969 0.127
H22 -5.768 -7.371 2.851
Li1 4.271 1.885 1.621
Cl1 5.393 -2.017 -2.560
C17 4.308 -3.429 -2.535
C18 3.018 -3.150 -1.780
Cl2 3.293 -2.949 -0.031
H23 4.856 -4.270 -2.100
H24 4.082 -3.673 -3.578
H25 2.330 -3.991 -1.897
H26 2.521 -2.248 -2.151

Force components x, y, z for each atom (eV/Å):
-0.716 -0.136 0.376
-1.717 -0.787 1.470
2.350 1.100 1.260
-1.219 0.668 -1.181
0.266 -0.481 -0.963
-2.292 -0.788 -0.171
0.892 1.036 -0.037
-0.411 3.728 -0.977
0.257 1.072 -3.048
0.941 -3.749 -3.446
0.201 -4.033 1.658
-0.146 -0.666 3.132
-0.638 3.498 3.966
-0.248 -0.620 -2.220
2.604 0.853 0.220
-0.017 -1.871 0.990
-1.238 0.391 -1.827
1.792 2.154 -0.062
-0.515 -0.560 2.509
0.820 -1.734 -0.545
-0.958 0.868 2.253
0.277 1.266 -1.768
-0.215 -0.394 0.893
-0.513 0.666 -0.626
-1.596 0.219 -1.596
1.767 0.852 -0.490
0.168 0.662 -2.860
0.376 -2.155 -1.957
0.141 -2.515 0.605
-0.083 -0.832 2.695
-0.523 2.130 1.480
-0.537 -0.457 0.639
-0.306 -1.079 -0.446
1.313 -0.040 0.746
-0.559 1.327 0.316
0.673 0.867 -1.637
-0.394 0.789 0.766
0.201 0.159 1.135
0.452 0.046 -0.644
0.478 0.263 -0.088
0.100 0.084 0.201
-0.047 0.008 -0.392
-0.715 -0.845 -0.756
-0.147 -1.113 -1.774
-0.140 2.129 0.915
0.437 -0.816 -0.037
-0.529 0.019 0.303
-0.154 0.444 0.197
-0.547 -0.764 0.248
0.562 -0.517 -0.134
0.214 -0.281 -0.142
0.282 -0.292 -0.016
-0.066 0.070 0.199
-0.116 0.253 -0.005
-0.174 -0.343 0.644
0.118 0.268 0.048
-0.447 -0.481 -0.008
0.016 -0.079 -0.330
0.031 0.208 0.051
-0.083 0.293 -0.008
-0.002 0.116 0.190
0.163 0.104 0.022
0.112 -0.184 0.063

Results of the natural (NBO) charge analysis, in e, for atoms 1 through 4:
1. C -0.6975
2. C -0.1113
3. O -0.5164
4. C -0.0980

=====

4.
Below is a cluster of 10 separate species, C42H112B3F12N7O14 in total at a distorted geometry, with properties calculated with wB97M-V/def2-TZVPD.

The LUMO energy is -8.98 eV. For the total energy, the calculation gives -119080.566 eV. As for the spin multiplicity: 1. As for the net charge: +4.

Atoms and positions in Å:
C1 1.422 -6.234 -1.368
O1 1.989 -4.970 -1.018
C2 2.953 -5.070 0.105
C3 2.193 -5.134 1.491
N1 1.107 -4.052 1.557
H1 1.366 -3.142 1.201
H2 0.347 -4.287 0.934
C4 0.470 -3.825 2.938
C5 1.428 -3.469 4.167
O2 2.270 -2.463 3.861
C6 3.204 -2.213 4.952
H3 0.423 -6.263 -1.802
H4 1.411 -6.963 -0.557
H5 1.972 -6.705 -2.183
H6 3.591 -4.188 0.050
H7 3.664 -5.884 -0.036
H8 2.857 -4.943 2.334
H9 1.783 -6.110 1.750
H10 -0.174 -4.678 3.151
H11 -0.279 -3.041 2.828
H12 1.910 -4.385 4.506
H13 0.790 -3.405 5.048
H14 2.680 -1.992 5.881
H15 3.807 -1.352 4.665
H16 3.757 -3.129 5.160
C7 3.945 -4.405 -6.710
O3 3.408 -3.403 -5.837
C8 3.573 -3.728 -4.413
C9 2.913 -2.722 -3.614
N2 1.457 -2.534 -4.018
H17 1.241 -1.571 -3.804
H18 1.483 -2.729 -5.008
C10 0.451 -3.461 -3.327
C11 -0.766 -3.463 -4.248
O4 -1.343 -2.142 -4.499
C12 -2.397 -2.215 -5.431
H19 5.000 -4.263 -6.943
H20 3.515 -4.311 -7.707
H21 3.743 -5.445 -6.456
H22 4.647 -3.688 -4.235
H23 3.134 -4.707 -4.221
H24 3.473 -1.799 -3.765
H25 2.863 -2.979 -2.556
H26 0.226 -2.958 -2.387
H27 0.904 -4.450 -3.254
H28 -1.557 -4.079 -3.820
H29 -0.419 -3.965 -5.151
H30 -2.267 -3.015 -6.160
H31 -2.377 -1.286 -5.999
H32 -3.351 -2.405 -4.938
C13 0.664 5.217 0.163
O5 0.611 3.864 -0.393
C14 -0.281 3.785 -1.503
C15 -0.406 2.400 -2.157
N3 0.999 1.921 -2.457
H33 1.418 1.696 -1.566
H34 0.913 1.085 -3.017
C16 2.003 2.923 -3.200
C17 3.403 2.314 -3.471
O6 4.070 1.824 -2.260
C18 5.386 1.448 -2.490
H35 1.264 5.190 1.073
H36 -0.358 5.510 0.406
H37 0.884 5.995 -0.567
H38 0.072 4.488 -2.257
H39 -1.275 4.081 -1.167
H40 -0.948 2.417 -3.103
H41 -0.854 1.673 -1.480
H42 2.068 3.840 -2.614
H43 1.513 3.138 -4.149
H44 4.052 3.031 -3.974
H45 3.208 1.451 -4.108
H46 5.808 2.331 -2.969
H47 5.428 0.525 -3.068
H48 5.732 1.280 -1.470
C19 -4.594 1.076 -1.706
O7 -4.417 -0.266 -1.344
C20 -3.462 -0.926 -2.138
C21 -2.878 -2.167 -1.416
N4 -3.973 -3.144 -0.890
H49 -3.585 -3.975 -0.468
H50 -4.439 -2.638 -0.150
C22 -5.031 -3.768 -1.910
C23 -6.469 -3.391 -1.596
O8 -6.653 -2.085 -1.100
C24 -7.759 -1.402 -1.580
H51 -3.791 1.768 -1.450
H52 -5.455 1.484 -1.176
H53 -4.754 1.200 -2.777
H54 -2.605 -0.290 -2.357
H55 -3.921 -1.206 -3.086
H56 -2.355 -1.843 -0.517
H57 -2.194 -2.627 -2.129
H58 -4.894 -4.843 -1.799
H59 -4.776 -3.454 -2.922
H60 -6.738 -4.071 -0.788
H61 -7.062 -3.675 -2.465
H62 -7.570 -0.331 -1.524
H63 -8.656 -1.620 -1.000
H64 -8.153 -1.745 -2.537
C25 -0.879 7.311 3.413
O9 -1.301 6.109 3.965
C26 -0.456 5.431 4.860
C27 -0.944 4.132 5.331
N5 -1.762 3.371 4.246
H65 -1.947 2.448 4.612
H66 -2.685 3.754 4.096
C28 -1.171 3.005 2.791
C29 0.277 2.450 2.799
O10 0.310 1.387 3.800
C30 1.581 0.800 3.984
H67 -0.132 7.833 4.011
H68 -1.710 8.015 3.460
H69 -0.658 7.102 2.367
H70 -0.170 6.046 5.713
H71 0.442 5.302 4.256
H72 -1.664 4.174 6.148
H73 -0.118 3.527 5.704
H74 -1.224 4.038 2.447
H75 -1.966 2.427 2.319
H76 0.993 3.208 3.116
H77 0.464 2.016 1.817
H78 2.432 1.468 4.117
H79 1.990 0.191 3.178
H80 1.607 0.189 4.887
C31 9.405 3.513 1.594
O11 7.987 3.610 1.574
C32 7.535 4.869 1.006
C33 6.250 5.323 1.654
N6 5.290 4.156 1.997
H81 5.898 3.388 2.243
H82 4.721 4.386 2.799
C34 4.465 3.588 0.784
C35 3.982 2.153 1.092
O12 5.166 1.414 1.168
C36 4.805 0.086 1.394
H83 9.908 2.717 2.143
H84 9.754 4.386 2.145
H85 9.850 3.591 0.602
H86 7.356 4.830 -0.068
H87 8.323 5.622 1.041
H88 5.753 6.060 1.023
H89 6.538 5.828 2.577
H90 5.169 3.535 -0.047
H91 3.683 4.307 0.539
H92 3.409 1.889 0.203
H93 3.349 2.115 1.978
H94 5.674 -0.572 1.425
H95 4.266 -0.409 0.587
H96 4.245 -0.136 2.303
C37 -1.883 -0.607 1.968
O13 -3.196 -0.312 1.665
C38 -4.226 -1.160 2.245
C39 -5.507 -0.530 1.828
N7 -5.468 1.008 1.900
H97 -5.035 1.353 2.745
H98 -4.679 1.160 1.288
C40 -6.737 1.703 1.377
C41 -7.648 2.223 2.548
O14 -8.198 1.085 3.224
C42 -9.053 1.437 4.242
H99 -1.205 0.245 1.922
H100 -1.470 -1.407 1.354
H101 -1.769 -0.977 2.987
H102 -4.082 -1.228 3.323
H103 -4.121 -2.175 1.860
H104 -6.322 -0.864 2.470
H105 -5.749 -0.786 0.797
H106 -7.207 1.010 0.680
H107 -6.304 2.535 0.821
H108 -8.400 2.781 1.989
H109 -7.136 2.904 3.227
H110 -8.750 2.232 4.923
H111 -9.284 0.626 4.933
H112 -9.981 1.780 3.785
B1 1.136 -0.771 -0.448
F1 1.355 0.363 0.303
F2 2.290 -1.102 -1.084
F3 0.742 -1.772 0.343
F4 0.158 -0.629 -1.400
B2 -1.556 -5.317 0.096
F5 -0.693 -6.296 0.483
F6 -1.796 -5.487 -1.252
F7 -2.801 -5.548 0.682
F8 -1.177 -4.044 0.397
B3 0.786 0.136 -5.576
F9 0.340 -0.927 -6.245
F10 0.472 0.055 -4.265
F11 2.151 0.127 -5.720
F12 0.275 1.328 -6.099

Force components x, y, z for each atom (eV/Å):
0.451 -1.488 -0.756
0.614 -0.157 1.487
-1.587 0.302 -0.272
0.461 0.789 -0.359
0.774 -1.075 1.992
0.858 0.348 -0.174
-0.370 -0.373 -0.290
0.348 0.233 0.563
-2.105 -3.180 -1.232
1.310 1.617 0.580
-0.737 -0.230 -0.468
-0.272 1.111 0.591
0.018 0.281 0.182
0.781 0.081 0.028
-0.407 0.344 0.023
-0.416 -0.450 0.159
0.358 0.292 -0.285
-0.561 0.148 -0.562
0.524 -0.393 0.170
0.386 0.383 -0.383
0.918 -0.392 -0.571
-0.587 1.237 0.085
-0.304 0.210 -0.011
0.176 -0.364 0.002
0.452 0.153 -0.258
0.048 0.119 -1.125
-0.336 -0.719 1.183
0.704 -1.286 -2.798
-0.961 1.359 1.269
1.397 -1.244 1.057
-0.622 0.442 -0.489
-0.443 0.555 -0.932
-0.082 1.977 -1.052
-0.652 0.285 0.147
1.306 -1.680 0.959
0.188 0.045 -0.630
0.277 0.020 0.738
-0.537 0.463 0.192
0.009 0.086 0.699
0.011 -0.441 0.480
0.330 -0.392 -0.048
-0.610 0.379 0.132
0.426 0.009 -0.041
0.240 -0.526 0.253
-0.267 0.173 0.248
0.056 -0.372 0.157
-0.357 0.268 -0.560
0.204 -0.110 -0.015
-0.299 0.047 0.188
-0.253 0.168 0.100
-1.408 -1.011 -0.664
0.338 0.248 0.308
-0.408 0.359 -0.289
1.624 0.618 0.498
1.049 1.816 -0.116
0.357 -0.377 0.357
0.096 -0.852 -0.573
-0.376 -0.647 0.579
-0.681 -1.426 1.195
-3.315 1.268 -0.453
-0.102 0.244 0.406
0.184 0.111 -0.374
-0.298 -0.146 0.564
0.988 -0.238 -0.137
-0.283 0.196 -0.134
-0.231 0.212 -0.123
-0.061 0.284 0.109
0.147 -0.114 -0.100
-0.111 -0.250 0.180
0.139 -0.045 -0.094
-0.214 0.187 -0.119
0.369 -0.019 -0.413
1.114 -0.484 -0.166
0.370 0.110 -0.262
0.778 -0.067 -0.279
-0.475 0.569 -0.270
0.267 0.269 0.755
0.169 -1.031 0.254
-1.157 0.479 -0.085
-0.479 0.253 -2.066
0.923 -0.451 0.464
-0.571 0.169 -0.032
1.063 1.234 0.218
0.131 -1.093 1.442
1.322 -0.492 -0.501
-1.890 0.169 0.090
0.746 -0.297 0.191
-0.308 -0.292 -0.122
-0.199 -0.090 -0.122
0.171 0.045 -0.051
0.023 -0.055 -0.174
0.129 -0.190 -0.172
-0.207 -0.425 0.325
-0.050 0.091 -0.213
0.455 0.060 0.201
-0.521 -0.159 0.053
-0.168 0.387 -0.071
0.036 -0.060 -0.384
0.005 0.136 0.783
0.871 0.331 -0.643
-0.366 1.151 -0.091
-2.013 -1.915 1.311
1.541 1.913 -1.578
-1.719 -1.181 -0.147
1.673 -1.982 -0.585
0.098 -0.392 0.689
-0.036 0.880 0.023
0.133 2.271 1.698
-1.372 -1.356 1.460
-0.142 0.842 -0.651
1.394 -0.540 0.207
0.607 -0.376 -0.303
-0.228 -0.138 -0.262
0.613 0.531 0.009
-0.082 0.043 0.239
0.720 -0.425 0.335
-0.032 0.360 0.020
-0.085 -0.253 -0.454
0.470 -0.239 -1.038
0.384 -0.329 0.087
0.046 0.200 -0.365
0.327 0.322 -0.205
-0.330 1.106 0.279
-0.949 -0.353 -0.517
-0.598 0.007 -0.086
1.298 1.638 0.224
-1.155 0.558 -0.363
0.549 -1.434 -0.734
0.015 0.215 0.953
0.493 0.414 -2.159
0.632 -0.635 0.391
-0.252 0.102 0.089
0.354 0.227 1.120
0.688 2.257 -1.290
-0.718 -0.211 0.642
0.725 -2.636 -0.227
-1.178 -0.694 -0.149
0.236 0.301 -0.035
-0.232 -0.268 -0.187
0.088 -0.834 -0.309
-0.148 0.271 0.701
-0.224 -0.236 0.024
-0.521 -0.246 0.314
0.005 0.026 0.100
-0.040 -0.111 0.170
-0.274 -0.358 0.061
0.028 -0.227 0.264
0.517 0.557 0.332
-0.572 0.714 -0.452
-0.112 0.616 0.319
1.545 -1.238 0.868
-1.624 0.584 -0.035
1.899 0.765 -0.267
-1.494 0.170 0.522
0.356 -1.770 -1.070
-0.892 0.033 0.986
0.219 0.342 -0.981
0.878 0.653 1.699
-0.054 -1.801 -1.445
2.416 0.402 -1.244
-2.198 0.711 1.299
-0.371 0.210 -0.433
-0.001 0.045 -0.351
-0.195 0.006 0.401
-0.053 0.155 0.184
-0.221 -0.153 -0.033
-0.082 0.067 -0.064
-0.003 0.283 -0.083
-0.170 0.017 0.344
-0.532 0.224 -0.038
-0.443 0.224 0.329
0.207 -0.001 0.076
0.727 0.340 -0.278
0.194 -0.453 -0.573
-0.333 -0.009 0.216
0.631 0.194 -0.983
-0.233 1.691 0.657
1.695 -0.310 -0.821
-0.910 -2.077 2.260
-1.451 1.013 -1.137
-1.876 -2.747 -0.740
1.259 0.030 1.045
0.124 0.861 -1.691
-1.127 0.576 0.890
0.502 1.991 0.198
0.713 1.648 -3.297
-1.353 -2.050 -1.017
-0.816 -0.104 3.566
1.883 0.330 0.645
-0.282 0.407 0.407

Results of the Löwdin charge analysis, in e, for atoms 1 through 4:
1. C -0.1072
2. O -0.2101
3. C -0.1083
4. C -0.0400